(1)
C24H48N6O5P2 | ωB97M-V/def2-TZVPD

```
85
C24H48N6O5P2 | the OMol25 dataset | ωB97M-V/def2-TZVPD
O 2.68 0.84 -2.68
C 3.29 0.57 -3.69
C 2.66 -0.09 -4.89
C 1.13 0.06 -4.93
C 0.60 -1.01 -5.92
C -0.69 -0.38 -6.40
O -0.32 0.99 -6.55
C 0.80 1.26 -5.83
O 1.40 2.30 -5.92
C 4.77 0.87 -3.80
C 5.15 2.14 -4.21
C 6.51 2.41 -4.34
C 7.44 1.42 -4.06
C 7.04 0.16 -3.66
C 5.69 -0.13 -3.52
H 2.92 -1.15 -4.89
H 3.07 0.39 -5.78
H 0.64 0.04 -3.96
H 1.33 -0.94 -6.73
H 0.60 -2.05 -5.59
H -0.95 -0.85 -7.35
H -1.46 -0.54 -5.65
H 4.40 2.88 -4.42
H 6.82 3.39 -4.68
H 8.49 1.64 -4.16
H 7.76 -0.63 -3.47
H 5.33 -1.11 -3.23
O -2.30 -2.07 -3.23
P -2.57 -1.96 -1.77
N -3.37 -3.42 -1.41
C -4.57 -3.57 -0.61
C -2.66 -4.64 -1.74
N -3.64 -0.62 -1.74
C -4.80 -0.53 -0.87
C -3.93 0.02 -3.02
N -2.02 -1.60 -0.18
C -1.10 -0.43 -0.19
C -1.32 -2.67 0.55
H -4.54 -2.99 0.32
H -4.70 -4.61 -0.31
H -5.47 -3.29 -1.17
H -1.82 -4.85 -1.06
H -2.25 -4.59 -2.76
H -3.32 -5.50 -1.71
H -5.65 -1.11 -1.25
H -5.13 0.51 -0.80
H -4.58 -0.84 0.15
H -4.62 -0.57 -3.63
H -3.02 0.18 -3.58
H -4.38 1.00 -2.84
H -0.18 -0.65 -0.75
H -0.83 -0.16 0.83
H -1.57 0.44 -0.65
H -0.44 -3.05 0.03
H -1.99 -3.50 0.77
H -1.00 -2.27 1.52
O 0.39 -0.11 4.05
P 0.34 0.92 5.13
N -1.20 0.68 5.82
C -2.16 1.71 6.16
C -1.48 -0.66 6.33
N 0.42 2.35 4.20
C -0.35 3.55 4.49
C 0.55 2.18 2.76
N 1.07 1.70 6.47
C 2.53 1.89 6.24
C 0.93 1.07 7.79
H -1.71 2.56 6.68
H -2.92 1.32 6.84
H -2.68 2.08 5.28
H -0.94 -0.88 7.26
H -1.19 -1.42 5.60
H -2.54 -0.78 6.53
H -1.39 3.47 4.16
H 0.10 4.41 3.97
H -0.33 3.80 5.55
H -0.39 1.87 2.30
H 1.31 1.45 2.52
H 0.87 3.12 2.30
H 3.06 0.93 6.18
H 2.96 2.47 7.05
H 2.70 2.43 5.31
H 1.32 0.04 7.81
H -0.10 1.06 8.12
H 1.48 1.66 8.52
```

* HOMO level: -8.37 eV
* multiplicity: 1
* frontier orbital gap: 0.331 Eh
* structure (SMILES): O=C(C[C@@H]1CCOC1=O)c1ccccc1.CN(C)P(=O)(N(C)C)N(C)C.CN(C)P(=O)(N(C)C)N(C)C

=====

(2)
C11H20N2O5 | ωB97M-V/def2-TZVPD

```
38
C11H20N2O5 | the OMol25 dataset | ωB97M-V/def2-TZVPD
C -4.61 -0.32 -1.58
C -4.33 0.07 -0.21
H -4.64 -0.65 0.43
H -5.00 0.95 0.00
O -3.10 0.24 -0.07
C -2.34 -0.72 0.42
O -2.80 -1.89 0.58
C -0.93 -0.22 0.49
C -0.54 1.10 0.59
O -1.23 2.09 0.50
H -2.23 2.03 0.30
O 0.66 1.42 0.92
C 1.23 2.50 0.96
C 1.49 3.35 -0.27
H 0.54 3.32 -1.00
H 2.09 2.58 -0.71
H 1.94 4.09 -0.16
H 2.10 2.58 1.73
H 0.58 3.40 1.56
C 0.06 -1.28 0.88
N 1.17 -1.19 0.11
C 2.14 -2.08 0.45
H 1.86 -3.08 0.19
C 3.27 -1.85 -0.59
C 3.94 -0.33 -0.83
O 3.12 0.54 -0.92
H 2.20 0.05 -0.51
H 4.33 -0.23 0.42
H 4.72 -0.42 -1.15
H 4.15 -2.69 -0.61
H 2.90 -1.85 -1.80
H 2.68 -2.17 1.17
N -0.26 -2.34 1.57
H 0.23 -3.35 1.45
H -1.32 -2.60 1.62
H -4.05 -1.02 -1.83
H -5.69 -0.50 -2.03
H -4.31 0.49 -2.05
```

* HOMO level: -7.54 eV
* multiplicity: 1
* frontier orbital gap: 0.285 Eh
* energy relative to the best compared isomer or geometry (same formula, charge and spin): 374.6 kcal/mol
* structure (SMILES): CCOC(=O)C(/C(N)=N/CCCO)=C(\O)OCC

=====

(3)
C9H14 | ωB97M-V/def2-TZVPD

```
23
C9H14 | the OMol25 dataset | ωB97M-V/def2-TZVPD
C 2.11 3.45 -1.50
C 1.39 2.19 -1.99
H 1.68 4.36 -1.90
H 2.08 3.56 -0.41
H 3.17 3.35 -1.76
H 1.94 1.26 -2.06
H 0.48 2.06 -1.40
H 0.97 2.40 -2.98
C -0.28 -3.52 1.54
C -2.36 -0.68 0.02
C -1.56 0.37 0.37
C -1.84 -1.97 0.27
C -0.74 -2.19 1.06
C -0.26 0.24 0.90
C 0.06 -1.04 1.36
H -3.36 -0.53 -0.35
H -2.02 1.32 0.64
H -2.42 -2.82 -0.06
H 0.34 1.07 1.23
H -0.80 -3.86 2.45
H 0.72 -3.56 1.97
H 0.99 -1.22 1.90
H -0.28 -4.21 0.69
```

* HOMO level: -8.90 eV
* multiplicity: 1
* frontier orbital gap: 0.364 Eh
* energy relative to the best compared isomer or geometry (same formula, charge and spin): 23.9 kcal/mol
* structure (SMILES): Cc1ccccc1.CC

=====

(4)
C2H6N3O2 | ωB97M-V/def2-TZVPD

```
13
C2H6N3O2 | the OMol25 dataset | ωB97M-V/def2-TZVPD
C 1.38 0.10 -0.09
C 0.16 0.65 -0.17
N -0.44 1.74 -0.12
N -1.53 -0.55 0.17
N 1.77 -0.86 0.76
O -2.35 0.21 0.58
O -2.00 -1.53 -0.65
H 1.91 0.36 -0.97
H -1.28 1.86 -0.65
H -0.21 2.55 0.43
H 1.08 -1.34 1.26
H 2.72 -1.19 0.60
H -1.21 -2.01 -1.14
```

* HOMO level (alpha / beta): -11.94 / -14.17 eV
* multiplicity: 3
* frontier orbital gap (alpha / beta): 0.283 / 0.262 Eh
* energy relative to the best compared isomer or geometry (same formula, charge and spin): 33.6 kcal/mol
* total charge: +1
* ⟨S²⟩: 2.0357

=====

(5)
C4H5LaLiO7 | ωB97M-V/def2-TZVPD

```
18
C4H5LaLiO7 | the OMol25 dataset | ωB97M-V/def2-TZVPD
O 0.62 -1.76 -3.90
C 0.40 -0.78 -3.12
O 0.25 0.38 -3.61
O 0.32 -1.01 -1.84
C -0.01 0.09 -0.97
O -0.16 0.69 1.27
C -0.31 0.54 2.88
C 0.00 -0.42 0.46
O -1.36 -0.24 3.10
O -0.48 1.79 3.29
La 0.77 -0.56 -6.46
Li -2.30 1.39 3.04
H -1.00 0.48 -1.23
H 0.72 0.90 -1.10
H -0.79 -1.19 0.56
H 0.96 -0.92 0.69
O 0.87 -0.05 3.42
H 1.50 0.68 3.52
```

* HOMO level (alpha / beta): -11.53 / -11.33 eV
* multiplicity: 1
* frontier orbital gap (alpha / beta): 0.214 / 0.206 Eh
* energy relative to the best compared isomer or geometry (same formula, charge and spin): 26.2 kcal/mol
* total charge: +1

=====

(6)
C6H14N2 | ωB97M-V/def2-TZVPD

```
22
C6H14N2 | the OMol25 dataset | ωB97M-V/def2-TZVPD
C -1.04 -0.39 -0.30
N -1.04 1.03 -0.72
C -1.42 1.99 0.32
N -0.39 3.01 0.45
C -0.22 -1.38 -1.07
C 0.73 -2.29 -0.35
C 1.82 -1.33 0.09
C 1.86 -0.66 1.24
H -2.08 -0.67 -0.13
H -0.76 -0.55 0.75
H -0.05 1.19 -1.14
H -1.45 1.46 1.34
H -2.50 2.31 0.13
H -0.58 3.87 -0.06
H 0.02 3.19 1.27
H -0.72 -2.21 -1.84
H 0.29 -0.82 -1.99
H 0.27 -2.91 0.44
H 1.01 -3.06 -1.12
H 2.70 -1.23 -0.66
H 0.94 -0.66 1.80
H 2.59 0.13 1.53
```

* HOMO level: -8.41 eV
* multiplicity: 1
* frontier orbital gap: 0.352 Eh
* energy relative to the best compared isomer or geometry (same formula, charge and spin): 74.0 kcal/mol
* structure (SMILES): C=CCCCNCN

=====

(7)
C29H22Cl2N2O9ReS | ωB97M-V/def2-TZVPD

```
66
C29H22Cl2N2O9ReS | the OMol25 dataset | ωB97M-V/def2-TZVPD
Re 0.21 1.31 -0.33
O -1.43 5.57 -1.13
C -0.84 4.50 -0.98
O -1.03 3.41 -1.55
C 0.39 4.51 -0.03
C 0.88 5.68 0.52
C 2.13 5.67 1.14
C 2.87 4.51 1.09
C 2.31 3.37 0.52
N 1.06 3.37 0.05
C 3.06 2.07 0.27
O 4.24 1.97 0.62
O 2.37 1.22 -0.34
H 0.28 6.58 0.44
H 2.52 6.57 1.60
H 3.89 4.45 1.46
Cl 5.59 -2.30 3.21
C 4.06 -1.88 2.51
C 3.44 -2.79 1.65
C 2.25 -2.44 1.08
Cl 1.44 -3.59 0.08
C 1.58 -1.18 1.29
O 0.50 -0.92 0.70
C 2.25 -0.32 2.23
C 1.74 0.98 2.53
O 0.70 1.53 2.12
C 3.47 -0.68 2.81
H 3.89 -3.75 1.44
H 2.39 1.56 3.20
H 3.95 0.01 3.49
C -2.66 3.35 1.52
C -3.36 2.04 1.37
C -4.61 1.80 1.90
C -5.24 0.57 1.77
C -4.59 -0.45 1.09
C -3.34 -0.27 0.54
C -2.61 -1.32 -0.21
C -2.69 1.00 0.66
N -1.51 1.18 0.13
H -3.15 4.00 2.23
H -2.62 3.85 0.55
H -1.62 3.18 1.83
H -5.11 2.60 2.43
H -6.23 0.41 2.19
H -5.07 -1.42 0.98
H -3.14 -2.27 -0.20
H -1.61 -1.46 0.22
H -2.45 -0.98 -1.23
C 0.57 -6.46 -2.17
C 0.31 -5.02 -2.51
C -0.97 -4.48 -2.37
C -1.18 -3.14 -2.62
C -0.13 -2.33 -2.99
C 1.13 -2.85 -3.17
C 1.35 -4.20 -2.94
S -0.43 -0.58 -3.30
O 0.16 -0.34 -4.60
O -1.87 -0.41 -3.23
O 0.33 0.12 -2.22
H -0.36 -6.97 -1.92
H 1.23 -6.53 -1.31
H 1.04 -6.97 -3.00
H -1.78 -5.12 -2.06
H -2.16 -2.69 -2.54
H 1.92 -2.20 -3.49
H 2.33 -4.63 -3.06
```

* HOMO level (alpha / beta): -1.50 / -1.49 eV
* multiplicity: 2
* frontier orbital gap (alpha / beta): 0.207 / 0.207 Eh
* energy relative to the best compared isomer or geometry (same formula, charge and spin): 66.9 kcal/mol
* total charge: -2
* ⟨S²⟩: 0.8017

=====

(8)
C16H21BFN6O6Se2Tc | ωB97M-V/def2-TZVPD

```
54
C16H21BFN6O6Se2Tc | the OMol25 dataset | ωB97M-V/def2-TZVPD
Tc 1.11 0.11 -0.66
O -1.02 -2.34 -1.58
C -2.33 -2.06 -1.98
C -2.33 -0.74 -2.76
C -3.64 -0.71 -3.58
O -3.85 0.48 -4.30
C -2.30 0.47 -1.82
Se -1.32 0.19 -0.10
C -1.17 -0.72 -3.75
Se 0.70 -0.59 -3.05
H -0.97 -3.14 -1.05
H -3.00 -1.97 -1.11
H -2.71 -2.86 -2.63
H -4.49 -0.89 -2.90
H -3.63 -1.50 -4.33
H -3.80 1.22 -3.69
H -3.32 0.74 -1.52
H -1.83 1.33 -2.31
H -1.29 0.11 -4.44
H -1.18 -1.65 -4.32
B 0.93 2.76 1.47
N 0.93 3.08 -0.04
C 0.73 4.29 -0.56
C 0.64 4.19 -1.93
C 0.81 2.83 -2.18
N 0.97 2.18 -1.03
N 2.06 1.77 1.73
C 3.08 1.85 2.60
C 3.80 0.68 2.54
C 3.14 -0.09 1.58
N 2.10 0.59 1.12
H -0.13 2.24 1.73
H 1.13 3.76 2.07
H 0.65 5.15 0.08
H 0.48 4.98 -2.64
H 0.82 2.31 -3.12
H 3.23 2.73 3.19
H 4.69 0.42 3.08
H 3.38 -1.07 1.22
O 0.96 -4.56 3.50
C 0.78 -3.51 4.27
O 0.90 -3.57 5.47
C 0.41 -2.23 3.61
C -0.02 -1.11 4.30
N -0.28 -0.16 3.39
N -0.03 -0.58 2.16
C 0.39 -1.83 2.24
C 0.82 -2.56 1.00
O 0.81 -3.81 1.04
O 1.16 -1.90 -0.01
H 0.87 -4.35 2.50
H -0.16 -0.96 5.35
H -0.60 0.79 3.51
F 2.92 0.25 -1.37
```

* HOMO level (alpha / beta): -4.84 / -4.60 eV
* multiplicity: 2
* frontier orbital gap (alpha / beta): 0.228 / 0.222 Eh
* total charge: -1
* ⟨S²⟩: 0.7927

=====

Among the records above, which one has the highest multiplicity? C2H6N3O2

=====

Copy entry 4 word for word.
C2H6N3O2 | ωB97M-V/def2-TZVPD

```
13
C2H6N3O2 | the OMol25 dataset | ωB97M-V/def2-TZVPD
C 1.38 0.10 -0.09
C 0.16 0.65 -0.17
N -0.44 1.74 -0.12
N -1.53 -0.55 0.17
N 1.77 -0.86 0.76
O -2.35 0.21 0.58
O -2.00 -1.53 -0.65
H 1.91 0.36 -0.97
H -1.28 1.86 -0.65
H -0.21 2.55 0.43
H 1.08 -1.34 1.26
H 2.72 -1.19 0.60
H -1.21 -2.01 -1.14
```

* HOMO level (alpha / beta): -11.94 / -14.17 eV
* multiplicity: 3
* frontier orbital gap (alpha / beta): 0.283 / 0.262 Eh
* energy relative to the best compared isomer or geometry (same formula, charge and spin): 33.6 kcal/mol
* total charge: +1
* ⟨S²⟩: 2.0357

=====

Which value of multiplicity does entry 1 give? 1